Entry 1:
C5H23N2O5 | ωB97M-V/def2-TZVPD

CARTESIAN COORDINATES (ANGSTROEM)
C -0.604 1.746 -0.955
C 0.052 0.381 -0.953
C 1.212 0.063 -1.934
C 2.442 -0.451 -1.260
C 2.802 -0.137 0.020
N 3.929 -0.836 0.638
N -0.983 -0.697 -1.116
H -1.003 2.073 -1.914
H -1.394 1.711 -0.215
H 0.109 2.533 -0.681
H 0.371 0.121 0.034
H 0.828 -0.627 -2.677
H 1.396 0.961 -2.538
H 2.997 -1.156 -1.793
H 2.477 0.750 0.561
H 4.631 -0.183 1.006
H 3.562 -1.438 1.426
H 4.264 -1.518 -0.054
H -1.222 -0.993 -2.058
H -1.808 -0.430 -0.595
H 1.515 -1.420 2.653
H 1.421 -2.798 1.895
O 1.859 -1.948 1.931
H 0.031 -0.505 4.439
H 0.265 0.200 3.065
O 0.702 -0.282 3.777
H -4.588 1.748 0.564
H -4.003 1.197 -0.726
O -3.844 1.258 0.222
H -4.050 1.115 -2.916
H -4.313 -0.302 -2.227
O -4.649 0.596 -2.374
H -1.815 0.457 1.565
H -1.516 -1.033 1.619
O -1.073 -0.156 1.573

Summary:
* relative energy (zero: lowest compared OMol25 entry of this formula, charge and spin): 107.6 kJ/mol
* charge: 0
* LUMO (alpha / beta): 0.0746 / 0.0560 eV
* spin multiplicity: 2
* frontier orbital gap (alpha / beta): 2.729 / 9.185 eV
* E_HOMO (alpha / beta): -2.65 / -9.13 eV
* F_max: 3.04 eV/A

Entry 2:
C5H23N2O7 | ωB97M-V/def2-TZVPD

CARTESIAN COORDINATES (ANGSTROEM)
C 3.057 0.098 0.750
O 2.317 1.048 1.565
C 2.423 -0.200 -0.611
C 1.353 0.938 -0.957
C 0.409 0.624 -2.090
C -0.479 -0.364 -2.240
N -1.571 -0.307 -3.141
N 1.912 -1.571 -0.454
H 3.184 -0.788 1.428
H 3.999 0.694 0.758
H 3.158 -0.438 -1.438
H 1.987 1.801 -1.233
H 0.922 1.256 -0.006
H 0.470 1.451 -2.813
H -0.524 -1.251 -1.592
H -2.255 -1.017 -3.015
H -1.968 0.607 -3.135
H 1.738 -2.084 -1.302
H 1.047 -1.485 0.070
H -1.987 0.906 -0.799
H -2.132 0.826 0.805
O -2.035 1.416 -0.001
H 0.124 -3.571 -0.539
H -1.245 -2.939 0.138
O -0.803 -3.725 -0.380
H -1.304 0.240 2.871
H -3.196 0.106 2.655
O -2.697 -0.092 1.874
H -0.866 -2.424 1.992
H -1.893 -1.064 1.663
O -1.182 -1.871 1.285
H -0.460 2.574 -0.269
H -0.978 3.940 0.105
O -0.288 3.515 -0.407
H 1.444 0.684 1.745
H -0.919 1.683 3.232
O -0.763 0.782 3.488

Summary:
* relative energy (zero: lowest compared OMol25 entry of this formula, charge and spin): 171.0 kJ/mol
* charge: -1
* LUMO: 3.3988 eV
* frontier orbital gap: 8.755 eV
* E_HOMO: -5.36 eV
* F_max: 2.86 eV/A

Entry 3:
C5H23NO7 | ωB97M-V/def2-TZVPD

CARTESIAN COORDINATES (ANGSTROEM)
C -3.329 0.904 -0.720
C -2.063 0.869 -1.037
C -1.500 -0.197 -1.982
N -0.308 -0.757 -1.305
C 0.583 -1.655 -1.954
C 1.993 -1.594 -1.875
H -3.736 1.529 0.102
H -3.913 0.092 -0.843
H -1.272 1.525 -0.622
H -2.193 -1.025 -2.145
H -1.139 0.293 -3.013
H 0.266 0.056 -0.878
H 0.078 -2.267 -2.595
H 2.727 -1.018 -1.278
H 2.621 -2.482 -2.410
O 1.436 1.102 2.949
H 1.546 0.232 2.652
H 0.980 1.477 2.239
O -0.620 3.721 1.208
H 0.288 3.621 1.222
H -0.983 3.103 1.822
O 1.014 -0.587 0.985
H 1.788 -0.621 0.633
H 0.423 -0.999 0.433
O 1.090 1.976 0.078
H 0.111 1.995 0.120
H 1.239 1.312 0.833
O -0.515 -3.593 1.263
H -0.342 -2.906 0.591
H -1.489 -3.544 1.346
O -0.460 -1.939 3.756
H -0.296 -2.400 2.912
H 0.276 -1.335 3.865
O 1.791 1.380 -2.324
H 1.348 1.825 -1.608
H 2.561 1.907 -2.418

Summary:
* relative energy (zero: lowest compared OMol25 entry of this formula, charge and spin): 530.0 kJ/mol
* charge: 0
* LUMO: 0.2796 eV
* SMILES string: C=CCNC=C.O.O.O.O.O.O.O
* frontier orbital gap: 9.125 eV
* E_HOMO: -8.85 eV
* F_max: 8.68 eV/A

Entry 4:
C5H23NO8 | ωB97M-V/def2-TZVPD

CARTESIAN COORDINATES (ANGSTROEM)
C -2.174 0.085 -1.682
C -1.688 1.354 -1.159
O -2.379 1.998 -0.369
N -0.466 1.907 -1.517
C 0.658 0.943 -1.642
C 1.354 0.811 -0.256
C 2.109 2.071 0.063
O 2.911 1.996 1.284
H -3.266 -0.142 -1.532
H -1.760 -0.062 -2.727
H -1.851 -0.815 -1.152
H -0.316 2.875 -1.242
H 0.248 -0.062 -2.067
H 1.383 1.546 -2.283
H 2.030 -0.058 -0.305
H 0.600 0.645 0.540
H 1.419 2.892 0.225
H 2.787 2.357 -0.785
H 3.269 2.835 1.581
O 0.605 -3.316 -0.164
H 0.858 -4.129 0.282
H 0.694 -2.648 0.589
O -4.126 -0.431 0.368
H -4.557 0.382 0.115
H -3.369 -0.177 0.882
O -1.969 0.852 2.050
H -1.902 1.299 2.894
H -2.121 1.567 1.402
O 2.726 -0.494 2.442
H 2.651 -0.414 3.383
H 2.719 0.358 1.887
O 0.408 -3.630 -2.920
H 1.129 -4.285 -2.898
H 0.198 -3.559 -1.987
O 0.399 -1.844 2.086
H -0.413 -1.348 2.237
H 1.205 -1.357 2.375

Summary:
* relative energy (zero: lowest compared OMol25 entry of this formula, charge and spin): 179.2 kJ/mol
* charge: 0
* LUMO: 0.1371 eV
* SMILES string: CC(=O)NCCCO.O.O.O.O.O.O
* frontier orbital gap: 9.879 eV
* E_HOMO: -9.74 eV
* F_max: 3.12 eV/A

The highest relative energy (zero: lowest compared OMol25 entry of this formula, charge and spin) belongs to which entry?
C5H23NO7